A molecular structure, C13H27Cl2NdP in a non-equilibrium geometry, computed with ωB97M-V/def2-TZVPD.

```
44
Properties=species:S:1:pos:R:3:forces:R:3
Nd -0.84045 1.18174 0.85439 -0.029 -4.097 3.432
Cl 0.81513 1.30987 3.01257 0.265 -0.108 0.347
Cl -2.02098 -0.38624 -0.95924 -0.204 -0.333 -0.434
C -2.65713 2.08309 1.48705 0.208 0.609 -1.048
H -3.40078 2.17110 0.68075 -0.430 0.044 0.336
H -2.47726 3.03996 1.98064 -0.340 0.325 0.489
C 0.37813 1.83442 -1.86741 0.162 -0.946 -1.846
C -0.07587 2.51435 -0.86083 -2.008 2.049 2.243
H -0.24001 1.12497 -2.43989 0.012 0.744 0.179
C 0.77784 3.19168 0.22390 0.739 0.340 -0.299
H -1.19202 2.59670 -0.50475 0.724 0.929 -2.093
C 1.87028 3.94324 -0.53500 -0.501 0.352 0.212
H 0.13808 3.79460 0.88842 0.106 0.288 -0.484
H 1.28087 2.52055 0.97589 -0.283 0.060 -0.922
C 2.63643 2.94590 -1.39640 0.598 -0.021 -0.445
H 1.38317 4.69432 -1.14935 -0.120 0.127 -0.299
H 2.51895 4.52143 0.13575 0.134 -0.416 -0.085
C 1.81627 1.87459 -2.18234 1.351 -0.556 0.288
H 3.24085 3.49212 -2.13328 0.005 -0.044 0.252
H 3.33612 2.42454 -0.74164 0.054 -0.030 -0.014
H 2.03785 1.91828 -3.25900 -0.400 0.298 0.158
H 2.21937 0.87761 -1.91872 -0.055 0.270 0.011
C 1.23970 -3.74376 3.15364 0.168 -0.076 0.052
C 1.09023 -3.93618 1.64699 0.070 0.043 -0.132
P 0.03343 -2.64677 0.85190 -0.442 -0.185 -0.094
C 0.05429 -3.24749 -0.90890 0.093 0.341 0.181
C 0.00262 -4.74063 -1.21125 0.019 -0.121 -0.374
C -1.66138 -3.15248 1.44396 0.310 0.347 -0.017
C -2.05800 -4.62393 1.44900 -0.371 -0.109 0.083
H 1.62579 -2.74483 3.38522 -0.148 -0.121 -0.009
H 1.95175 -4.47929 3.54486 -0.103 0.092 0.084
H 0.29093 -3.88198 3.68533 0.121 0.074 -0.115
H 2.07512 -3.83746 1.16622 -0.142 -0.118 0.079
H 0.70637 -4.93797 1.41376 0.183 0.167 0.139
H -0.77124 -2.70621 -1.39400 0.295 -0.118 0.054
H 0.98902 -2.82283 -1.30866 -0.229 -0.087 -0.038
H -1.00792 -5.15097 -1.12335 0.246 0.069 0.037
H 0.32013 -4.89995 -2.24890 -0.061 -0.073 0.086
H 0.67717 -5.32719 -0.58027 -0.128 0.054 -0.091
H -1.71879 -2.74143 2.46420 -0.126 -0.077 -0.240
H -2.34573 -2.55784 0.81888 0.113 -0.134 0.271
H -1.33426 -5.26793 1.96148 -0.051 0.117 -0.108
H -3.01101 -4.73221 1.98243 0.110 -0.052 -0.061
H -2.21872 -5.01504 0.43928 0.086 0.084 0.237
```
Positions in Å, forces in eV/Å.

Computed properties:
* 2S+1: 4
* <S²>: 3.76
* charge: -1
* largest force on an atom: 0.104 Eh/bohr
* LUMO (spin up / spin down): 2.81 / 2.81 eV
* energy relative to the best compared isomer or geometry (same formula, charge and spin): 36.9 kcal per mole
* orbital gap (spin up / spin down): 5.5 / 5.5 eV
* energy: -2334.664494 a.u.

These are the Löwdin partial charges, in e, on atoms 1 to 4: 0.850 -0.358 -0.173 -0.474

***

C5H7N3 in the gas phase in a non-equilibrium geometry, computed with ωB97M-V/def2-TZVPD.

```
15
Properties=species:S:1:pos:R:3:forces:R:3
C 1.91907 0.45868 0.55558 1.367 1.195 0.586
C 1.99148 -0.75901 -0.30565 -0.173 -0.561 0.110
C -0.38222 0.03588 -0.34807 0.588 -1.471 1.602
C -2.19913 -0.93813 0.10383 -0.908 0.828 0.579
C -1.53204 1.07784 -0.24828 0.500 -0.328 -1.941
H 2.66212 1.30714 0.50555 -0.812 -1.069 -0.472
H 1.63172 0.36496 1.62702 -0.498 -0.320 -1.049
H 1.60258 -1.67854 0.19161 0.170 0.851 -0.596
H 2.77937 -0.98008 -1.07806 -0.932 0.728 0.875
H -2.86636 -1.69603 0.41920 -0.317 -1.149 -0.011
H -1.63443 1.54821 -1.28963 0.077 -0.452 1.382
H -1.45297 1.88581 0.48520 0.439 -0.172 -0.127
N 1.00358 0.31831 -0.58447 -1.064 -0.772 0.377
N -0.82717 -1.20052 -0.08654 0.144 3.318 -1.049
N -2.69558 0.25549 0.05270 1.419 -0.626 -0.268
```
Positions in Å, forces in eV/Å.

Computed properties:
* SMILES string: C1=NCC(N2CC2)=N1
* charge: 0
* largest force on an atom: 0.068 Eh/bohr
* LUMO: 0.63 eV
* energy relative to the best compared isomer or geometry (same formula, charge and spin): 66.6 kcal per mole
* orbital gap: 10.1 eV
* energy: -358.912206 a.u.

These are the Löwdin partial charges, in e, on atoms 1 to 4: -0.146 -0.131 -0.252 -0.241

***

Question: Look up the energy of the first one.
Answer: -2334.664494 a.u.